{
  "formula": "C5H12N2O3S",
  "method": "ωB97M-V with the def2-TZVPD basis set",
  "lumo_energy_ev": 0.47,
  "gap_ev": 10.3487,
  "de_lowest_kcal_mol": 0.00,
  "e_homo_ev": -9.9,
  "smiles": "NC(=O)CC[C@H](N)C(=O)O.S",
  "symbols": ["C", "C", "C", "C", "C", "H", "H", "H", "H", "H", "H", "H", "H", "H", "H", "H", "H", "N", "N", "O", "O", "O", "S"],
  "coordinates": [[0.18022, 1.66517, -0.43107], [-0.20443, 3.13574, -0.73919], [-0.97373, 0.97001, 0.28828], [-0.89276, -0.54910, 0.57440], [-0.65403, -1.44014, -0.58913], [2.59950, -4.70317, 0.45510], [1.79817, -4.14826, 2.16123], [1.87018, 0.81291, 0.06473], [1.41264, 1.72489, 1.24180], [0.35216, 1.23892, -1.33235], [-1.80267, 1.27555, -0.25053], [-1.08790, 1.44008, 1.26235], [-1.63238, -0.88514, 1.20232], [0.01945, -0.62627, 1.09694], [-1.47077, -2.86816, -1.61030], [-2.53367, -2.33872, -0.47488], [1.59070, 3.50351, -0.44069], [1.49322, 1.67189, 0.26803], [-1.70144, -2.18191, -1.04290], [-1.34230, 3.53742, -0.71814], [0.45365, -1.41138, -1.10856], [0.86478, 4.00062, -0.76997], [1.66139, -3.82446, 0.89253]],
  "lowdin_charge": [-0.254, -0.428, -0.106, -0.095, -0.552, -0.202, -0.247, 0.049, 0.075, 0.113, 0.090, 0.128, 0.090, 0.099, 0.041, 0.123, 0.050, 0.089, 0.203, 0.106, 0.017, 0.100, 0.508]
}

***

{
  "formula": "C2H5NS",
  "method": "ωB97M-V with the def2-TZVPD basis set",
  "lumo_energy_ev": [-0.58, -0.64],
  "gap_ev": [8.3722, 8.0600],
  "de_lowest_kcal_mol": 109.95,
  "e_homo_ev": [-8.9, -8.7],
  "symbols": ["C", "C", "N", "S", "H", "H", "H", "H", "H"],
  "coordinates": [[-0.45573, 0.57330, 0.35954], [-1.52476, -0.47920, 0.15381], [2.94176, 0.11866, -0.11593], [1.34698, -0.13337, 0.29543], [-0.36384, 1.48161, -0.33579], [-1.48434, -1.00279, -0.79450], [-2.51253, -0.14529, 0.26631], [-1.22027, -1.24874, 0.91342], [3.27274, 0.83582, -0.74228]],
  "lowdin_charge": [-0.365, -0.211, -0.382, 0.776, 0.038, 0.065, 0.047, 0.078, -0.047]
}

***

{
  "formula": "C4H9O2Si",
  "method": "ωB97M-V with the def2-TZVPD basis set",
  "lumo_energy_ev": 2.88,
  "total_charge": -1,
  "gap_ev": 4.3833,
  "de_lowest_kcal_mol": 33.20,
  "e_homo_ev": -1.5,
  "symbols": ["C", "C", "C", "C", "O", "O", "Si", "H", "H", "H", "H", "H", "H", "H", "H", "H"],
  "coordinates": [[3.36660, -1.96445, -1.62758], [-0.73976, 0.77705, -1.23687], [-2.37489, 0.21704, 1.21887], [0.78514, 0.22237, 1.12369], [3.59332, -2.93059, -1.01189], [3.46444, -1.05798, -2.36051], [-0.80879, -0.47239, 0.25171], [0.17373, 1.12475, -1.51949], [-1.22479, 0.51983, -2.10871], [-1.34475, 1.71114, -0.85768], [-2.56473, -0.55437, 1.99781], [-2.53238, 1.21079, 1.69310], [-3.19181, 0.16475, 0.62310], [1.69528, -0.30993, 0.72707], [0.79579, 1.33484, 0.86819], [0.90762, 0.00715, 2.21918]],
  "lowdin_charge": [-0.405, -0.346, -0.368, -0.371, 0.177, 0.179, 0.333, -0.058, -0.058, 0.040, -0.022, 0.002, -0.077, -0.026, 0.009, -0.010]
}

***

{
  "formula": "C37H54GaN3P",
  "method": "ωB97M-V with the def2-TZVPD basis set",
  "lumo_energy_ev": [2.62, 2.61],
  "total_charge": -1,
  "gap_ev": [3.4469, 3.4856],
  "de_lowest_kcal_mol": 0.00,
  "e_homo_ev": [-0.8, -0.9],
  "symbols": ["Ga", "N", "N", "C", "C", "C", "C", "H", "H", "H", "C", "C", "H", "H", "H", "C", "C", "H", "H", "H", "C", "H", "H", "H", "C", "H", "H", "H", "C", "H", "C", "H", "C", "H", "C", "H", "C", "C", "H", "C", "C", "H", "C", "H", "N", "C", "C", "C", "H", "C", "C", "H", "H", "H", "C", "H", "C", "C", "H", "H", "H", "C", "H", "H", "H", "C", "C", "C", "P", "C", "C", "C", "C", "C", "C", "H", "H", "H", "H", "H", "H", "H", "H", "H", "H", "H", "H", "H", "H", "H", "H", "H", "H", "H", "H", "H"],
  "coordinates": [[-0.55390, -0.03244, -0.13836], [-2.65605, -0.35028, 3.27335], [-1.82560, 2.00915, 0.60738], [-1.45439, -1.03340, -2.39453], [-2.77533, -0.98237, -1.88306], [-2.85106, -1.82134, -0.73018], [-4.02181, -2.03770, 0.15909], [-4.88125, -1.44383, -0.17217], [-3.78413, -1.76588, 1.20080], [-4.31747, -3.09599, 0.15051], [-1.59446, -2.43510, -0.52409], [-1.27465, -3.47972, 0.47845], [-1.42715, -4.49860, 0.08546], [-1.90244, -3.37738, 1.37445], [-0.22429, -3.40557, 0.78672], [-0.67094, -1.88665, -1.51035], [0.66597, -2.46342, -1.83539], [1.21505, -2.70344, -0.91319], [1.27530, -1.76088, -2.41737], [0.57272, -3.39375, -2.42017], [-3.91038, -0.22078, -2.46684], [-4.52213, -0.86815, -3.11200], [-3.56058, 0.61966, -3.08045], [-4.56947, 0.17612, -1.67961], [-0.94967, -0.43131, -3.65420], [0.13655, -0.26917, -3.61583], [-1.42051, 0.54367, -3.84946], [-1.15628, -1.08470, -4.51913], [-2.40843, -0.66953, 4.54296], [-2.99329, -1.48910, 4.96903], [-1.45330, -0.00750, 5.32605], [-1.28208, -0.35526, 6.34078], [-0.75755, 1.07321, 4.78143], [-0.01955, 1.61955, 5.36448], [-1.04062, 1.44505, 3.46592], [-0.57469, 2.29694, 2.97509], [-1.96819, 0.67064, 2.73122], [-2.18077, 0.81136, 1.29365], [-3.10520, 0.34853, 0.92734], [-0.93057, 1.84098, -0.41798], [-2.37271, 3.29082, 0.56058], [-3.07261, 3.64904, 1.29213], [-1.86166, 3.89404, -0.52609], [-2.03230, 4.87167, -0.94003], [-1.03324, 2.97349, -1.16517], [-0.50576, 3.12113, -2.46847], [-1.34293, 3.50979, -3.52733], [-0.79194, 3.57729, -4.81554], [-1.42389, 3.89625, -5.64780], [0.54887, 3.25844, -5.04852], [1.16706, 3.39592, -6.40540], [1.88257, 2.58401, -6.57706], [1.72123, 4.33921, -6.49561], [0.40349, 3.37596, -7.18627], [1.33641, 2.81346, -3.98693], [2.38308, 2.54650, -4.16685], [0.82951, 2.75184, -2.69203], [1.70930, 2.29100, -1.57968], [1.59242, 2.87165, -0.65705], [2.75792, 2.35524, -1.90103], [1.52503, 1.23129, -1.34049], [-2.79767, 3.80368, -3.35186], [-2.97110, 4.77827, -2.87481], [-3.34124, 3.03683, -2.78108], [-3.25921, 3.84935, -4.34797], [0.28708, -2.74619, 3.62286], [1.28471, -1.59469, 3.38816], [2.43569, -1.65272, 4.39797], [1.72854, -1.43539, 1.57750], [2.48190, 0.24399, 1.25472], [2.90429, 1.04648, 2.48902], [3.54414, 0.22217, 0.14485], [3.03793, -2.69774, 1.18942], [4.36014, -2.49973, 1.93102], [2.50059, -4.13559, 1.29773], [0.68823, -3.72557, 3.32220], [-0.65640, -2.57585, 3.08404], [0.05193, -2.79790, 4.69702], [0.71302, -0.66406, 3.56150], [2.85027, -2.66298, 4.50376], [3.24584, -0.95439, 4.16857], [2.03817, -1.36790, 5.38179], [1.60292, 0.76987, 0.82218], [3.79474, 0.63855, 2.98918], [3.16455, 2.07053, 2.17847], [2.08631, 1.12162, 3.21808], [3.14899, -0.23854, -0.77276], [3.83997, 1.25040, -0.10655], [4.44971, -0.32445, 0.44108], [3.21911, -2.50974, 0.11357], [4.35574, -2.97612, 2.91614], [5.15500, -2.97916, 1.34427], [4.64060, -1.44760, 2.04617], [1.66958, -4.30345, 0.59668], [3.30563, -4.83272, 1.01705], [2.17305, -4.39895, 2.31488]],
  "lowdin_charge": [0.700, 0.098, -0.106, -0.282, -0.267, -0.274, -0.067, 0.063, 0.058, 0.075, -0.292, -0.061, 0.079, 0.069, 0.020, -0.376, -0.072, 0.025, 0.063, 0.085, -0.062, 0.073, 0.052, 0.067, -0.051, 0.067, 0.062, 0.081, -0.173, 0.099, -0.123, 0.084, -0.114, 0.098, -0.047, 0.101, -0.306, -0.195, 0.095, -0.177, -0.029, 0.116, -0.066, 0.106, -0.010, -0.126, -0.200, -0.015, 0.111, -0.280, -0.066, 0.077, 0.080, 0.071, -0.012, 0.121, -0.190, -0.070, 0.097, 0.079, 0.031, -0.052, 0.073, 0.082, 0.077, -0.125, -0.528, -0.125, 1.033, -0.582, -0.123, -0.134, -0.563, -0.138, -0.122, 0.051, 0.053, 0.072, 0.066, 0.066, 0.044, 0.069, -0.011, 0.057, 0.069, 0.058, 0.067, 0.065, 0.056, 0.087, 0.060, 0.070, 0.047, 0.056, 0.073, 0.055]
}